Entry one
Molecular formula: C4H12N2S
Method: DFT, wB97M-V/def2-TZVPD

## Properties
- LUMO energy (spin up / spin down) (Ha) = 0.1239 / 0.1221
- HOMO level (spin up / spin down) (eV) = 0.97 / -5.13
- spin multiplicity = 2
- charge = -1
- gap between HOMO and LUMO (spin up / spin down) (Eh) = 0.08834 / 0.31059

Atoms and positions in Å:
C (1.7607, -0.9735, 0.8113)
C (0.6561, -1.4928, 1.7021)
S (-0.7469, -1.9971, 0.6593)
H (1.4422, -0.0808, 0.2747)
H (2.0517, -1.7189, 0.0679)
H (2.6478, -0.7184, 1.4037)
H (0.9501, -2.3497, 2.3004)
H (0.3205, -0.7265, 2.4016)
H (-1.5421, -2.5705, 1.6184)
C (-0.4017, 1.1160, -1.6574)
C (-1.1707, 1.4489, -0.6382)
N (-2.5007, 1.0217, -0.4710)
N (0.9544, 1.5864, -1.7460)
H (-0.7476, 0.4723, -2.4595)
H (-0.7169, 2.0448, 0.1510)
H (-2.9478, 1.5187, 0.2865)
H (-2.5456, 0.0330, -0.2264)
H (1.0044, 2.4680, -2.2408)
H (1.5321, 0.9184, -2.2376)

***

Entry two
Molecular formula: C4H12N2S
Method: DFT, wB97M-V/def2-TZVPD

## Properties
- LUMO energy (spin up / spin down) (Ha) = 0.1163 / 0.1139
- HOMO level (spin up / spin down) (eV) = 1.15 / -4.92
- spin multiplicity = 2
- charge = -1
- gap between HOMO and LUMO (spin up / spin down) (Eh) = 0.07390 / 0.29464

Atoms and positions in Å:
N (1.2149, -0.1950, 1.4830)
C (-0.0358, 0.0140, 0.7307)
C (-1.1385, -0.8951, 1.2689)
S (-1.2522, -0.9168, 3.0770)
C (0.1368, -0.3403, -0.7475)
N (1.0000, 0.6014, -1.4705)
C (0.3244, 1.7317, -2.0684)
H (1.3536, -1.1864, 1.6598)
H (1.9898, 0.1458, 0.9198)
H (-0.3053, 1.0556, 0.8846)
H (-0.9726, -1.9104, 0.8835)
H (-2.1158, -0.5949, 0.8923)
H (-2.1325, -1.9522, 3.1355)
H (0.6436, -1.3130, -0.7624)
H (-0.8229, -0.4695, -1.2544)
H (1.6721, 0.1155, -2.0392)
H (-0.3131, 2.1858, -1.3096)
H (1.0616, 2.4745, -2.3729)
H (-0.3082, 1.4492, -2.9101)

***

Name the least stable of them. entry one.